[1]
Computed, not measured: the molecule C2H4N6, with ωB97M-V with the def2-TZVPD basis set.

Properties
* HOMO energy: -8.44 eV
* LUMO level: -0.516 eV
* ΔE to the lowest compared entry with this formula, charge and spin: 67.74 kcal per mole
* SMILES: [H]/N=C/n1[nH]nn/c1=N\[H]

Geometry (Å):
H  -3.069  0.558  0.127
N  -2.298  -0.110  -0.052
C  -1.234  0.632  -0.072
N  -0.009  -0.102  -0.019
N  -0.159  -1.400  0.025
N  1.085  -1.856  0.022
N  2.024  -0.813  -0.102
C  1.317  0.294  -0.112
N  1.736  1.556  0.069
H  2.690  1.451  0.046
H  -0.946  1.717  -0.036
H  -1.137  -1.927  0.105

[2]
Computed, not measured: the molecule C2H4N6, with ωB97M-V with the def2-TZVPD basis set.

Properties
* HOMO energy: -9.11 eV
* LUMO level: 0.231 eV
* ΔE to the lowest compared entry with this formula, charge and spin: 119.74 kcal per mole
* SMILES: [H]/N=c1/nn[nH]n1N=C

Geometry (Å):
H  -1.307  0.442  1.494
N  -0.913  -0.539  1.719
C  -0.123  -0.902  0.879
N  0.479  -2.193  0.671
N  1.403  -1.992  -0.219
N  1.363  -0.954  -0.890
N  0.453  -0.106  -0.139
N  -0.639  0.528  -0.885
C  -0.755  1.753  -0.466
H  2.005  -0.571  -1.549
H  -1.908  2.044  -0.935
H  -0.058  2.490  0.321

[3]
Computed, not measured: the molecule C2H4N6, with ωB97M-V with the def2-TZVPD basis set.

Properties
* HOMO energy: -9.70 eV
* LUMO level: 0.076 eV
* ΔE to the lowest compared entry with this formula, charge and spin: 38.32 kcal per mole
* SMILES: C=Nn1nnnc1N

Geometry (Å):
C  0.018  1.751  -1.538
N  -0.290  0.546  -1.189
N  0.095  0.256  0.069
N  0.624  1.156  0.972
N  0.827  0.495  2.020
N  0.477  -0.789  1.936
C  0.088  -0.953  0.705
N  -0.386  -2.104  0.135
H  -0.309  1.971  -2.546
H  0.643  2.393  -0.935
H  -1.311  -1.886  -0.483
H  -0.475  -2.836  0.851

[4]
Computed, not measured: a cluster of 2 separate species, C2H4N6S2 in total, with ωB97M-V with the def2-TZVPD basis set.

Properties
* HOMO energy (alpha / beta): -8.25 / -8.25 eV
* LUMO level (alpha / beta): -1.058 / -1.058 eV
* ΔE to the lowest compared entry with this formula, charge and spin: 118.85 kcal per mole

Geometry (Å):
C  -0.316  0.015  0.053
C  0.832  -1.758  0.237
N  -0.046  0.605  1.184
N  -0.403  1.931  1.151
N  -0.871  0.721  -0.893
N  -0.854  2.432  0.156
N  1.191  -1.626  1.482
N  0.993  -2.397  -0.766
S  -1.070  0.745  -2.517
S  -1.494  3.731  -0.509
H  0.623  -0.820  1.944
H  2.255  -1.610  1.635
H  -2.332  1.327  -2.466
H  1.491  -3.295  -0.690

[5]
Computed, not measured: the ion C2H4NO2 with charge -1, with ωB97M-V with the def2-TZVPD basis set.

Properties
* HOMO energy: -2.66 eV
* LUMO level: 4.781 eV
* ΔE to the lowest compared entry with this formula, charge and spin: 132.94 kcal per mole
* total charge: -1
* SMILES: O=NCC[O-]

Geometry (Å):
O  -0.525  -1.594  1.393
N  -0.875  -1.071  0.310
C  -0.353  0.380  0.418
C  0.542  0.310  -0.747
O  0.700  -1.216  -0.778
H  0.088  0.516  1.390
H  -1.210  1.078  0.321
H  0.138  0.619  -1.836
H  1.495  0.977  -0.472

[6]
Computed, not measured: a cluster of 2 separate species, C2H4NO2 in total, with ωB97M-V with the def2-TZVPD basis set.

Properties
* HOMO energy: -3.09 eV
* LUMO level: 4.581 eV
* ΔE to the lowest compared entry with this formula, charge and spin: 146.29 kcal per mole
* total charge: -1

Geometry (Å):
C  0.298  -0.700  0.636
C  1.263  0.293  0.041
N  -1.743  -0.038  0.023
O  -2.648  -0.854  -0.174
O  -1.922  1.185  -0.073
H  0.177  -1.518  -0.116
H  0.826  0.869  -0.780
H  2.140  -0.235  -0.358
H  1.609  0.998  0.802

[7]
Computed, not measured: a structure of composition C2H4NO2, with ωB97M-V with the def2-TZVPD basis set.

Properties
* HOMO energy: -17.09 eV
* LUMO level: -4.875 eV
* ΔE to the lowest compared entry with this formula, charge and spin: 46.53 kcal per mole
* total charge: +1

Geometry (Å):
C  2.007  -0.109  0.042
C  -2.378  -0.094  -0.101
N  0.781  -0.067  0.121
O  3.324  -0.226  -0.122
O  -1.479  0.555  0.364
H  3.732  0.555  0.282
H  -0.386  0.190  0.182
H  -2.225  -0.979  -0.626
H  -3.377  0.175  -0.142

[8]
Computed, not measured: the ion C2H4NO2 with charge +1, with ωB97M-V with the def2-TZVPD basis set.

Properties
* HOMO energy: -18.32 eV
* LUMO level: -6.830 eV
* ΔE to the lowest compared entry with this formula, charge and spin: 103.90 kcal per mole
* total charge: +1
* SMILES: O=[N+]1CCO1

Geometry (Å):
O  -0.939  1.634  1.284
N  -0.541  0.785  0.613
C  0.697  0.073  0.192
C  -0.179  -0.768  -0.630
O  -1.325  -0.020  -0.086
H  1.177  -0.244  1.146
H  1.415  0.922  -0.364
H  -0.021  -0.507  -1.703
H  -0.284  -1.874  -0.453

[9]
Computed, not measured: a cluster of 2 separate species, C2H4NO2 in total, with ωB97M-V with the def2-TZVPD basis set.

Properties
* HOMO energy: -15.35 eV
* LUMO level: -4.840 eV
* ΔE to the lowest compared entry with this formula, charge and spin: 14.81 kcal per mole
* total charge: +1

Geometry (Å):
C  1.046  -1.425  0.907
C  -1.344  0.901  -0.255
N  -0.482  1.317  -1.055
O  -2.146  0.537  0.445
O  0.500  -0.704  0.111
H  2.116  -1.664  0.838
H  0.506  -1.882  1.746
H  -0.606  2.133  -1.653
H  0.411  0.787  -1.085

[10]
Computed, not measured: a cluster of 2 separate species, C2H4NO2P in total, with ωB97M-V with the def2-TZVPD basis set.

Properties
* HOMO energy: -9.41 eV
* LUMO level: -0.106 eV
* ΔE to the lowest compared entry with this formula, charge and spin: 55.20 kcal per mole
* SMILES: N=C=O.C=PO

Geometry (Å):
N  0.264  2.145  -0.237
C  0.867  1.384  0.531
O  1.765  1.108  1.220
H  -0.294  1.981  -1.000
C  -0.557  -0.505  0.673
P  0.444  -1.793  0.209
O  0.063  -2.162  -1.328
H  -0.487  -0.316  1.690
H  -1.384  -0.010  -0.032
H  -0.682  -1.830  -1.726

Number 1: F_max 6.2 eV Å⁻¹. Number 2: F_max 5.9 eV Å⁻¹. Number 3: F_max 3.8 eV Å⁻¹. Number 4: F_max 3.3 eV Å⁻¹. Number 5: F_max 3.8 eV Å⁻¹. Number 6: F_max 1.7 eV Å⁻¹. Number 7: F_max 10.3 eV Å⁻¹. Number 8: F_max 5.6 eV Å⁻¹. Number 9: F_max 2.1 eV Å⁻¹. Number 10: F_max 4.4 eV Å⁻¹.